{"formula": "C2H8OS", "method": "the ωB97M-V functional and the def2-TZVPD basis", "elements": ["C", "H", "H", "H", "H", "H", "H", "S", "H", "O", "H", "C"], "xyz": [[-0.2112, -1.2432, -0.5048], [0.3315, -0.9090, -1.4136], [-0.4750, 0.7775, 0.1777], [0.3883, -1.0885, 1.7854], [2.4317, 1.9992, 0.1909], [-1.8653, -0.3765, 0.6501], [-1.7287, 0.3666, -0.7831], [0.8877, -1.8917, 0.8764], [-1.0494, -2.0217, -0.8294], [1.3951, 2.0375, 0.3211], [1.0296, 2.4729, -0.3900], [-1.1343, -0.1231, -0.0808]], "atomic_forces_ev_per_a": [[-2.632, -1.427, -1.024], [0.095, -0.568, 0.796], [-0.965, -1.308, 0.694], [-0.243, 0.493, 0.527], [-3.420, 0.234, 0.190], [-0.030, -0.338, 1.202], [-0.919, -0.016, -2.303], [-0.523, 0.022, -1.677], [2.457, 0.714, 0.485], [4.441, -1.749, 2.401], [-0.920, 1.616, -2.614], [2.661, 2.329, 1.325]], "nbo_charge": [-0.5023, 0.2164, 0.2238, 0.1232, 0.4832, 0.2084, 0.2158, -0.0515, 0.2079, -0.9434, 0.4647, -0.6461], "homo_lumo_gap_ev": 9.6, "smiles": "CCS.O", "e_above_lowest_kj_mol": 110.74, "e_homo_ha": -0.32790}


{"formula": "C2H8OS", "method": "the ωB97M-V functional and the def2-TZVPD basis", "elements": ["H", "H", "H", "H", "H", "S", "C", "C", "H", "H", "O", "H"], "xyz": [[2.1576, -0.3469, 0.3547], [-2.7062, 0.3206, 0.9384], [-2.6580, -1.5567, 1.3656], [1.9952, -0.1582, -1.3865], [0.0487, -1.3409, 0.2537], [-2.8603, -0.8399, 0.2548], [0.6445, 1.0956, -0.2373], [1.4333, -0.1817, -0.4563], [0.2553, 1.1620, 0.7800], [-0.1789, 1.1947, -0.9416], [0.5743, -1.3070, -0.5547], [1.2947, 1.9584, -0.3708]], "atomic_forces_ev_per_a": [[-0.212, -0.033, 0.237], [-0.072, -0.169, -0.164], [-0.023, -0.192, 0.190], [-0.114, -0.023, -0.062], [-0.201, -0.315, 0.436], [0.425, 0.340, -0.156], [-0.233, 0.674, 0.514], [0.253, -0.235, -0.913], [-0.026, -0.123, 0.015], [0.047, -0.213, -0.162], [-0.009, 0.363, 0.098], [0.165, -0.074, -0.033]], "nbo_charge": [0.2467, 0.1707, 0.1639, 0.2240, 0.4830, 0.1102, -0.6289, -0.1038, 0.2144, 0.2347, -0.3778, 0.2629], "homo_lumo_gap_ev": [12.9, 4.5], "e_above_lowest_kj_mol": 150.57, "e_homo_ha": [-0.60292, -0.53308], "multiplicity": 2, "charge": 1}